# 1
Molecular formula: C28H64F3N8O10S
Method: DFT, the ωB97M-V functional and the def2-TZVPD basis

Geometry as XYZ:
```
114
C28H64F3N8O10S, DFT the ωB97M-V functional and the def2-TZVPD basis
H 7.4702 -0.4517 1.5077
C -1.6912 -6.4206 3.0796
C -5.6870 -3.6750 -1.0394
F -1.1029 0.0834 2.2454
H 6.8421 7.3437 3.1153
O 0.3717 -1.8268 -4.9344
C 0.9035 -2.8190 -4.6201
H -0.3463 8.7496 0.2049
H 4.5310 4.1233 -8.9396
O 7.5867 4.2514 2.9855
H -0.7634 8.4728 -3.9408
H 1.3337 8.6326 -0.3929
C -0.2025 8.4604 -3.0063
H -0.6779 -6.7859 3.2467
H 8.1943 6.6446 4.1380
H 3.8311 2.4292 -4.1452
H -8.6799 2.3153 -0.2388
H -6.4809 -4.2946 -1.4565
C -0.3054 7.0878 -2.3231
C 3.1404 3.2383 -6.0728
C 6.8726 -1.1658 0.9411
H -8.5979 2.1047 -1.9380
O 1.9738 2.8730 -6.2860
C -4.7622 -2.9584 -3.1977
H 2.0225 -3.8615 -6.0817
H -1.6650 -5.7279 2.2385
C -1.5581 -0.0351 0.9776
H 5.1070 6.1851 2.8592
H 2.8302 4.0922 -8.7199
H -5.4393 -1.6868 -1.7683
H -2.2952 -7.2910 2.8231
H -4.0263 -7.5648 6.9754
H -3.3544 -5.3212 6.8809
C 0.4552 8.0681 -0.0803
H -5.3959 -4.7335 -4.2556
O -1.0333 1.2967 -1.4219
H 2.8207 -4.6508 -3.6315
H 0.8693 8.6366 -3.0967
C -3.8509 -7.9207 5.9601
N 1.4423 -2.9289 -3.4023
H 0.7216 7.6761 0.9013
C 5.9922 -1.8201 1.9882
H -1.6701 -3.6904 7.8113
H -5.6731 5.4414 0.7867
C -2.3896 -7.7688 5.6862
O -5.9735 2.9513 -2.0219
C -5.2742 4.5414 0.3186
H 4.2446 -2.8212 3.5027
O 6.5168 -2.6327 2.7454
H -4.0846 -8.9845 6.0019
C -7.9708 2.1356 -1.0469
N 0.1049 6.9805 -1.0737
H 3.8993 -1.1365 3.9341
H -0.5681 9.2973 -2.4112
H 3.0028 -3.7745 -2.1393
H -4.5963 4.0967 1.0471
H -4.9197 -4.1925 -0.4635
C -4.5652 -4.4282 -3.6193
H 7.4923 -1.8708 0.3870
H -4.4951 -7.4547 5.2145
O 0.8495 0.4841 -0.0686
H -3.7143 -4.5257 -4.2935
C 3.6065 3.3841 -4.6204
N 5.6182 5.3147 2.8249
O -4.4893 -2.0765 -3.9690
H 3.8443 4.2060 2.9957
O -0.6135 6.1720 -3.0482
H 1.6173 -4.7358 -2.3484
H 0.7779 -4.8934 -5.2396
C 6.9138 5.2546 2.9772
C 3.8343 -1.8792 3.1389
H -0.4734 -4.4336 7.0066
H -3.4091 -5.7505 4.1413
H -1.9565 -4.6885 4.3122
C -2.2922 -5.5487 6.7904
F -1.3536 -1.2902 0.4258
N -2.0374 -6.3566 5.5179
H -6.2546 -3.2164 -0.2298
H -7.6510 1.1057 -0.8883
H -1.7203 -3.5794 6.0684
N 4.6764 -1.5716 2.0927
S -0.4674 1.1761 -0.0897
H -2.1506 -8.2114 4.7192
H 0.2209 -3.7608 -6.3707
C 7.6215 6.5879 3.2124
H -4.7207 4.7604 -0.5946
N -5.3131 -2.6601 -2.0065
C -2.3262 -5.7126 4.2595
H 0.1534 6.0392 -0.7108
N 3.9978 3.6473 -7.0204
C 4.7592 4.2385 2.4041
C 3.7404 3.5598 -8.4441
F -2.8313 0.3385 0.8990
H 2.8350 -1.9761 2.7147
H 6.1860 -0.6878 0.2424
H 4.4805 3.9971 -4.4001
H 4.9775 3.6697 -6.7757
H -4.4973 -5.2904 -2.9559
H 4.4608 4.1985 1.3565
C 1.0234 -3.9135 -5.6490
O -0.3287 2.4779 0.6148
H 4.1197 -1.2261 1.3240
C 2.2733 -4.0600 -2.8971
H 3.7968 2.5762 -8.9106
H 1.1076 -2.2209 -2.7645
H -7.2964 4.0739 0.5114
C -6.7478 3.0164 -0.9933
C -1.5449 -4.2677 6.8952
H -2.0117 -6.2285 7.5950
H -1.7196 -8.3783 6.2926
H 2.8274 3.7634 -3.9592
N -6.4603 3.7119 0.0757
H 5.2546 3.3187 2.7151
H 8.3305 6.5531 2.3853
```

charge: -1
ΔE to the lowest compared entry with this formula, charge and spin: 3.4 kcal per mole
LUMO level: 2.00 eV

# 2
Molecular formula: C5H9N3O
Method: DFT, the ωB97M-V functional and the def2-TZVPD basis

Geometry as XYZ:
```
18
C5H9N3O, DFT the ωB97M-V functional and the def2-TZVPD basis
H 2.8335 1.1051 -0.3466
C -0.5579 -0.0339 1.5842
H 0.4531 -1.2056 -2.1696
C 0.7751 -0.1039 -0.3834
N 0.5112 -0.4088 1.9948
C 0.9785 -1.1454 -1.3308
H 0.9254 -2.1412 -0.7238
H 2.2855 -0.4328 1.0594
H 1.9765 1.4061 -2.0825
H 2.1688 -1.0971 -1.4001
H -3.4237 -0.2449 -1.4142
N -1.5062 0.4159 -0.9974
O -2.8510 0.6057 -0.3960
C 1.6576 1.1101 -0.7012
H 1.0685 1.8413 0.0179
H -1.2241 0.1999 2.3628
C -0.6447 0.1629 0.0449
N 1.3512 -0.6093 0.7999
```

ΔE to the lowest compared entry with this formula, charge and spin: 234.5 kcal per mole
LUMO level: -0.36 eV

# 3
Molecular formula: C31H59F3N5O6S
Method: DFT, the ωB97M-V functional and the def2-TZVPD basis

Geometry as XYZ:
```
105
C31H59F3N5O6S, DFT the ωB97M-V functional and the def2-TZVPD basis
H 3.1203 5.1695 -7.4163
C -3.3431 -2.8997 0.6938
H 3.8238 3.6575 -6.8784
C 1.3283 3.2465 -0.3589
C -4.8355 -8.8452 4.8937
H -0.7803 0.8455 0.8466
F -2.8474 2.5404 4.0252
H 5.5968 1.0292 -0.7331
H -6.5885 -5.2016 3.4140
C -3.7493 -6.6951 4.0131
H 0.9772 4.2636 -0.7042
C -3.8697 -1.3007 -1.2000
F -1.1691 1.3207 3.3772
C 4.5769 1.2568 -0.3328
H 1.6138 2.6476 -1.2674
O -4.7735 -6.1093 3.2222
H 3.9883 -1.8575 -1.0202
F -2.8026 1.9324 1.9271
H -4.8848 -8.3443 5.8632
H -0.9652 -0.4370 -2.9781
H 3.2466 0.1706 1.1854
C 1.7623 -1.4067 -2.7935
H 1.8595 4.3611 4.1298
O 0.8016 6.6869 1.8120
H 4.5598 1.8687 1.8376
C 2.2037 4.4107 -5.6131
C -2.5924 -0.4139 -1.5074
C 3.2853 -1.0595 -0.6370
H 1.6740 2.5395 -6.1630
C -0.3824 -1.8288 -1.2890
H 4.8395 -0.5759 0.8244
H -2.7839 -8.5581 4.4233
C 1.4355 6.2619 2.9735
H -2.2298 0.0242 -0.5412
H 4.3423 2.0888 -5.5035
C -2.0247 2.3080 2.9666
C 2.3838 3.2148 0.8101
H 4.2546 4.5078 1.0916
H 1.6940 4.0890 -3.5534
H -0.9258 -2.6983 -0.8123
H -6.6112 -6.9429 3.6750
H 4.5895 1.4049 -3.9001
C 3.4089 4.6036 -6.5285
H 3.1881 4.9458 2.9664
N 0.1469 1.2533 0.7226
H 2.0103 0.5202 -1.6608
H 3.9013 1.7643 -1.0638
C 1.5819 3.9114 1.9639
N -3.8713 -8.7790 2.6578
H -1.9430 -1.9554 -2.9255
H -2.9079 0.4414 -2.1618
H -4.8787 -0.0128 1.3080
H 4.2016 5.1606 -6.0235
H -4.6803 -8.3346 2.2258
C 2.0796 4.8143 3.1241
H 5.8761 2.7057 0.7974
C -4.1532 -1.7637 2.5369
H 2.5211 -1.6298 -0.0291
H 2.4298 -1.9363 -3.5257
C 0.8818 -2.4403 -2.0009
C 2.5798 3.9652 -4.1873
H -5.9466 -5.8515 4.9336
H -3.7696 -6.2916 5.0333
H -0.1296 -1.1317 -0.4415
C 4.8213 2.3401 0.8464
H 3.3614 4.6060 -3.7587
C 2.6081 -0.4133 -1.8995
H -2.8076 -6.3597 3.5652
H 3.9644 3.8393 -0.5631
H -3.1322 -3.8903 2.7528
H 1.4770 -3.0159 -1.2339
H 0.5750 0.8632 -0.1199
H -0.8270 2.9151 -0.0902
N -3.8758 -1.6976 0.2247
H 1.7035 5.3809 -5.5285
H 1.2763 6.3938 1.0112
C -6.0379 -6.0320 3.8584
H 2.4625 2.1543 1.1995
H -3.9442 -2.2112 -1.8500
H -4.7712 -0.6570 -1.3689
H 0.5076 -3.2250 -2.7234
C 4.2803 2.3039 -4.4357
H -2.9091 -3.5749 -0.0737
O -0.8334 4.4901 3.9322
C 3.8910 3.6032 0.5394
H 1.0682 -0.7686 -3.4173
H 0.4253 3.4182 -5.6817
H -3.0886 -8.4460 2.0991
H 4.9637 3.1161 -4.1712
N 0.3296 3.5517 1.7320
H -5.8222 -8.7960 4.4315
N 1.2708 3.4719 -6.2461
C 3.9687 -0.0307 0.3516
H -4.6245 -9.9010 5.0764
H 3.4533 -0.0440 -2.5543
O 2.9378 2.5935 -4.0735
C -1.4355 -1.1878 -2.2878
C -4.3915 -1.0093 1.3197
C -3.4684 -3.0361 2.1277
H -4.4147 -1.4996 3.5831
C 0.0995 2.7027 0.5056
O -2.0016 4.7410 1.8525
C -3.7473 -8.2354 4.0151
O 1.4600 7.0022 3.9010
S -1.0971 3.9129 2.6282
```

charge: +1
LUMO level: -5.29 eV

# 4
Molecular formula: C4H14NO2
Method: DFT, the ωB97M-V functional and the def2-TZVPD basis

Geometry as XYZ:
```
21
C4H14NO2, DFT the ωB97M-V functional and the def2-TZVPD basis
H 1.2666 0.5817 -0.2884
H 0.4288 2.9359 -0.9064
H -2.0503 -1.1005 1.6321
C -0.0636 -1.6945 0.5429
H -0.1038 0.5869 -2.6045
H 1.6559 -1.2899 1.4790
H -3.3546 -1.1311 -0.6471
H 0.2620 -2.0501 -0.3881
H 1.8275 3.4846 -0.3676
C -2.3649 -1.4442 -0.3466
N 0.8884 0.6689 0.7463
H 1.2436 1.1480 -2.7925
H 0.0596 -2.7118 1.0636
H -0.0119 1.1367 0.6046
C 0.6500 -0.6994 1.4248
C -1.5494 -1.3638 0.6852
H -2.0193 -1.8907 -1.1853
H 1.3895 1.4000 1.2346
O 0.5822 1.0865 -2.0202
O 1.0596 2.8517 -0.2756
H 0.2039 -0.5046 2.4092
```

charge: +1
ΔE to the lowest compared entry with this formula, charge and spin: 73.2 kcal per mole
LUMO level: -3.11 eV